[1]
Density functional theory data (ωB97M-V/def2-TZVPD) for one molecule with the formula C20H24N4O2.

Structure (ORCA input):
```
! wB97M-V def2-TZVPD RIJCOSX def2/J DEFGRID3
* xyz 0 1
C 7.88012 0.22567 0.54699
C 6.46245 -0.16086 0.24787
C 5.44443 0.77007 0.29936
C 4.14221 0.36781 0.01355
C 3.87651 -0.98220 -0.32431
C 4.89912 -1.92093 -0.37643
C 6.17603 -1.49286 -0.08904
H 6.99087 -2.20158 -0.12159
H 4.69780 -2.95021 -0.63275
N 2.53577 -1.12310 -0.56299
C 1.93197 0.08366 -0.38521
C 2.88210 1.04279 -0.02673
C 2.42781 2.35943 0.20799
N 1.17453 2.66522 0.10676
N 0.29214 1.73545 -0.23990
C 0.53783 0.40134 -0.51400
O -0.36799 -0.35612 -0.84386
C -1.09915 2.12858 -0.23386
H -1.52087 1.89845 -1.21251
H -1.14394 3.19793 -0.02504
C -1.78936 1.33310 0.89076
O -1.15883 1.04156 1.88808
N -3.09419 1.02697 0.73929
C -3.87861 1.18740 -0.46313
H -3.52196 2.02931 -1.05464
C -3.86392 -0.11801 -1.27031
C -4.65344 0.03260 -2.56539
H -4.22543 0.81357 -3.19003
H -5.68933 0.29147 -2.35357
H -4.64084 -0.89859 -3.12606
C -4.43777 -1.22978 -0.38885
C -3.66594 -1.33662 0.92864
C -4.26288 -2.40418 1.83818
H -3.69287 -2.48044 2.76074
H -4.25148 -3.37314 1.34489
H -5.29326 -2.15899 2.08940
C -3.66020 0.02809 1.62766
H -3.04837 -0.00460 2.52964
H -4.67916 0.32812 1.89205
H -2.62619 -1.59318 0.70067
H -4.38937 -2.18235 -0.91979
H -5.49023 -1.01794 -0.17739
H -2.82160 -0.36186 -1.50111
H -4.90673 1.41343 -0.15616
H 3.08950 3.16445 0.48446
H 2.05089 -1.97041 -0.80707
H 5.64913 1.79827 0.55815
H 8.26387 -0.35632 1.38410
H 8.51746 0.02860 -0.31439
H 7.95134 1.28094 0.79685
*
```

Calculated values
* SMILES: Cc1ccc2[nH]c3c(=O)n(CC(=O)N4C[C@H](C)C[C@H](C)C4)ncc3c2c1
* relative energy (zero: lowest compared OMol25 entry of this formula, charge and spin): 17.05 kcal/mol



[2]
Density functional theory data (ωB97M-V/def2-TZVPD) for C10H6FNO2S as an isolated structure.

Structure (ORCA input):
```
! wB97M-V def2-TZVPD RIJCOSX def2/J DEFGRID3
* xyz 0 1
C -1.31201 0.71204 2.33533
C -0.54197 0.57628 1.42997
C -2.87200 -1.30441 1.27370
C 2.13278 0.83274 -1.68277
C 0.82813 1.24481 -1.95309
C 2.55298 0.28198 -0.41974
C -0.13308 1.02266 -1.00749
C 1.59667 0.19129 0.58500
C 0.24826 0.55415 0.28058
C -2.14153 -1.40764 0.08638
N -3.39908 -1.34384 2.28691
O 0.18611 -2.09031 1.04792
O -0.09591 -1.86337 -1.44805
F -2.60068 -0.65163 -0.99602
S -0.48980 -1.56488 -0.09922
H -1.91657 0.79802 3.23466
H 3.01299 0.95887 -2.37156
H 0.50461 1.51552 -2.90540
H 3.54143 0.10245 -0.14977
H -1.12177 1.43166 -1.11590
H 2.02046 0.00360 1.58856
*
```



[3]
Density functional theory data (ωB97M-V/def2-TZVPD) for one molecule with the formula C4H10O.

Structure (ORCA input):
```
! wB97M-V def2-TZVPD RIJCOSX def2/J DEFGRID3
* xyz 0 1
C -2.23389 0.33038 0.64857
C -1.14609 -0.33378 -0.19096
C 0.24734 0.11377 0.21288
O 1.17819 -0.45630 -0.67558
C 2.51314 -0.23562 -0.30075
H -2.23576 1.41835 0.51129
H -3.22485 -0.04156 0.37012
H -2.09056 0.13085 1.71711
H -1.28974 -0.09932 -1.25231
H -1.20265 -1.42479 -0.09888
H 0.45993 -0.18692 1.25418
H 0.31912 1.21564 0.17426
H 3.12694 -0.30653 -1.20232
H 2.65199 0.76274 0.13995
H 2.86399 -0.98392 0.42592
*
```

Calculated values
* SMILES: CCCOC
* relative energy (zero: lowest compared OMol25 entry of this formula, charge and spin): 16.11 kcal/mol



[4]
Density functional theory data (ωB97M-V/def2-TZVPD) for one molecule with the formula C5H8O.

Structure (ORCA input):
```
! wB97M-V def2-TZVPD RIJCOSX def2/J DEFGRID3
* xyz 0 1
O -0.66478 -0.82145 -3.30905
C -0.80680 -0.50844 -2.15881
C 0.25021 -0.14291 -1.13210
C -0.46181 0.24055 0.16059
C 0.51330 0.61599 1.24820
C 0.70516 -0.08489 2.35554
H -1.83749 -0.20883 -1.86207
H 0.97041 -0.95154 -1.00633
H 0.79339 0.68232 -1.60846
H -1.09961 1.11858 0.00609
H -1.01897 -0.60253 0.57979
H 1.14904 1.47353 1.04542
H 1.59059 -0.05623 2.97539
H -0.08264 -0.75416 2.70580
*
```

Calculated values
* SMILES: C=CCCC=O
* relative energy (zero: lowest compared OMol25 entry of this formula, charge and spin): 35.70 kcal/mol



[5]
Density functional theory data (ωB97M-V/def2-TZVPD) for C28H24Br2LiN6O3SSbTe as an isolated structure.

Structure (ORCA input):
```
! wB97M-V def2-TZVPD RIJCOSX def2/J DEFGRID3
* xyz -2 1
Li -0.36436 -0.13128 -0.92763
N 1.57564 -0.96636 -3.51212
N 0.43120 -0.69935 -4.31707
C -0.85940 -0.68914 -3.72359
N -1.83574 -0.06382 -4.35060
N -0.90877 -1.40226 -2.60323
N -2.16896 -1.57288 -1.98061
O -3.24448 -1.59354 -2.85801
O -2.29511 -0.29973 -1.20725
H 1.55244 -0.34246 -2.70223
H 1.42741 -1.89862 -3.14298
H 0.58831 0.13855 -4.85504
H -1.50544 0.31383 -5.23334
H -3.02703 -0.91317 -3.55845
Br 3.60087 2.99245 -1.05325
C 3.11339 1.61639 0.16502
C 3.92955 1.40607 1.27907
C 3.63560 0.42484 2.18424
Br 4.79083 0.18438 3.68298
C 2.49872 -0.40094 2.01032
C 2.09450 -1.42731 2.89038
C 0.97088 -2.15311 2.61617
C 0.23562 -1.86526 1.45463
N 0.59042 -0.92635 0.61412
C 1.69063 -0.18207 0.87222
C 1.95937 0.86236 -0.10904
O 1.18609 1.02696 -1.09870
H 4.79979 2.03299 1.41750
H 2.67402 -1.61424 3.78487
H 0.62446 -2.92604 3.28909
H -0.67734 -2.40176 1.22321
S -1.03566 0.85261 3.45291
Sb -2.44110 1.96583 2.05055
C -2.27945 3.98087 2.89729
C -3.04068 5.00950 2.34443
C -2.99371 6.29770 2.85864
C -2.17136 6.57946 3.94394
C -1.40550 5.56666 4.50231
C -1.46260 4.27613 3.98273
C -4.49094 1.97334 2.64302
C -4.73346 1.95490 4.01172
C -6.03707 2.00670 4.49167
C -7.09923 2.10021 3.60349
C -6.85798 2.12652 2.23603
C -5.55713 2.05023 1.75411
C -1.86272 2.74585 0.15296
C -0.66752 3.46259 0.15013
C -0.16795 3.97083 -1.03647
C -0.86751 3.77374 -2.22013
C -2.06238 3.07339 -2.21797
C -2.56368 2.55791 -1.02698
H -3.67795 4.80831 1.48676
H -3.59358 7.08255 2.41124
H -2.12613 7.58522 4.34643
H -0.75550 5.77925 5.34423
H -0.86623 3.47852 4.41407
H -3.89640 1.89331 4.70050
H -6.21966 1.97689 5.55973
H -8.11583 2.14580 3.97707
H -7.68566 2.19013 1.53921
H -5.37834 2.02145 0.68612
H -0.11100 3.60566 1.07029
H 0.78588 4.48182 -1.03793
H -0.46201 4.14074 -3.15567
H -2.58180 2.87321 -3.14628
H -3.47155 1.96931 -1.03723
Te -3.38338 -0.54739 0.48769
*
```

Calculated values
* relative energy (zero: lowest compared OMol25 entry of this formula, charge and spin): 14.36 kcal/mol



Number 1: E_tot -1146.083054 Ha. Number 2: E_tot -1087.712604 Ha. Number 3: E_tot -233.619275 Ha. Number 4: E_tot -270.501007 Ha. Number 5: E_tot -7697.663577 Ha.